Version P
C4H8OS | ωB97M-V/def2-TZVPD

XYZ file:
```
14
Properties=species:S:1:pos:R:3:lowdin_charge:R:1
C 1.530 -1.310 0.334 -0.43
C 0.348 1.178 -0.172 -0.52
C -0.978 0.677 0.365 -0.24
C -1.677 -0.165 -0.662 -0.32
H 0.591 -1.882 0.389 0.04
H 2.295 -1.988 -0.024 0.03
H 1.768 -0.847 1.279 0.04
H 0.155 1.958 -0.933 0.08
H 0.944 1.670 0.625 0.08
H -1.640 1.531 0.570 0.12
H -0.927 0.134 1.301 0.11
H -1.748 0.392 -1.627 0.13
O -2.092 -1.284 -0.537 0.06
S 1.429 -0.062 -0.907 0.80
```

SMILES = CSCCC=O
highest occupied orbital energy = -8.719 eV
spin multiplicity = 1
orbital gap = 9.55 eV

---

Version Q
C4H8OS | ωB97M-V/def2-TZVPD

XYZ file:
```
14
Properties=species:S:1:pos:R:3:lowdin_charge:R:1
C 1.358 -0.607 -0.836 -0.03
C 0.377 -0.826 0.230 -0.48
C -0.985 -0.144 0.122 -0.75
C -1.073 1.304 0.013 -0.16
H 1.494 -1.317 -1.532 0.04
H 1.126 0.314 -1.396 0.10
H 2.377 -0.438 -0.514 0.10
H 0.116 -1.942 0.412 0.15
H 0.312 -0.104 2.008 0.07
H -0.183 1.830 0.197 0.07
H -1.601 1.555 -0.940 0.11
H -1.852 1.625 0.710 0.08
O 0.980 -0.342 1.400 -0.01
S -2.446 -0.908 0.124 0.73
```

SMILES = CC(=S)[C@@H](C)O
highest occupied orbital energy = -8.779 eV
spin multiplicity = 1
orbital gap = 8.39 eV

---

Name the least stable of them. version Q.

---

Version P
C2H2NO3 | ωB97M-V/def2-TZVPD

XYZ file:
```
8
Properties=species:S:1:pos:R:3:lowdin_charge:R:1
C 0.793 -0.903 1.395 -0.77
C -0.511 -0.844 0.437 0.02
N 0.329 1.069 -1.116 0.05
O 1.869 -1.096 0.904 -0.02
O 0.491 -0.517 2.545 -0.07
O -0.497 0.199 -0.451 -0.23
H -1.412 -0.839 0.978 0.06
H 1.210 0.866 -0.766 -0.03
```

highest occupied orbital energy (alpha / beta) = -3.693 / -4.408 eV
spin multiplicity = 1
total charge = -1
orbital gap (alpha / beta) = 7.83 / 8.57 eV

---

Version Q
C2H2NO3 | ωB97M-V/def2-TZVPD

XYZ file:
```
8
Properties=species:S:1:pos:R:3:lowdin_charge:R:1
C -0.014 0.031 0.235 -0.01
C 1.284 -1.977 1.169 -0.71
N 0.556 -0.523 1.206 -0.10
O 2.473 -1.848 1.083 0.02
O 0.430 0.218 2.621 -0.32
O 0.470 -2.910 1.203 -0.02
H -0.676 0.777 0.305 0.03
H 0.360 -0.394 -0.763 0.11
```

SMILES = C=[N+]([O-])C(=O)[O-]
highest occupied orbital energy (alpha / beta) = -4.415 / -4.415 eV
spin multiplicity = 1
total charge = -1
orbital gap (alpha / beta) = 8.62 / 8.62 eV

---

Name the least stable of them. version P.

---

Version P
CH2OS2 | ωB97M-V/def2-TZVPD

XYZ file:
```
6
Properties=species:S:1:pos:R:3:lowdin_charge:R:1
C 0.012 0.333 -0.317 -0.88
O -0.825 0.770 0.576 -0.11
S 0.139 -1.717 -0.619 0.28
S 1.641 -0.482 0.158 0.39
H -0.163 0.789 -1.343 0.11
H -0.804 0.307 1.545 0.21
```

SMILES = OC1SS1
highest occupied orbital energy = -8.227 eV
spin multiplicity = 1
orbital gap = 8.46 eV

---

Version Q
CH2OS2 | ωB97M-V/def2-TZVPD

XYZ file:
```
6
Properties=species:S:1:pos:R:3:lowdin_charge:R:1
C -1.645 0.662 0.144 -0.06
O -2.599 1.100 -0.405 0.12
S 1.502 0.392 -0.338 0.08
S 0.689 2.116 0.174 -0.01
H -0.936 -0.088 0.518 0.02
H 2.163 -0.018 0.857 -0.15
```

highest occupied orbital energy (alpha / beta) = -8.035 / -7.964 eV
spin multiplicity = 1
orbital gap (alpha / beta) = 7.31 / 7.06 eV

---

Version R
CH2OS2 | ωB97M-V/def2-TZVPD

XYZ file:
```
6
Properties=species:S:1:pos:R:3:lowdin_charge:R:1
C 0.713 -0.065 0.074 -1.28
H -0.297 1.418 -0.160 0.16
H -2.186 -0.250 0.506 0.00
O 0.698 1.152 -0.173 -0.01
S -0.880 -1.121 -0.157 0.51
S 1.952 -1.133 -0.090 0.62
```

highest occupied orbital energy = -8.919 eV
spin multiplicity = 1
orbital gap = 8.73 eV

---

Name the least stable of them. version Q.

---

Version P
C3H5ClO | ωB97M-V/def2-TZVPD

XYZ file:
```
10
Properties=species:S:1:pos:R:3:lowdin_charge:R:1
C -1.828 0.485 0.227 -0.26
C -0.418 -0.030 0.357 -0.19
C 0.597 0.570 -0.177 -0.51
H -2.654 -1.237 0.227 0.08
H -1.966 1.292 -0.470 0.12
H -2.294 0.728 1.217 0.13
H -0.270 -1.028 0.770 0.11
H 0.638 1.586 -0.548 0.07
O -2.633 -0.501 -0.390 -0.07
Cl 2.206 -0.205 -0.031 0.53
```

SMILES = OC/C=C/Cl
highest occupied orbital energy = -9.864 eV
spin multiplicity = 1
orbital gap = 10.79 eV

---

Version Q
C3H5ClO | ωB97M-V/def2-TZVPD

XYZ file:
```
10
Properties=species:S:1:pos:R:3:lowdin_charge:R:1
C 1.359 0.475 -0.610 -0.07
C -0.373 -0.533 0.864 -0.24
C -1.554 -0.373 0.265 -0.59
H 2.439 0.485 -0.508 0.08
H 1.095 -0.027 -1.541 0.08
H 0.932 1.483 -0.520 0.09
H -0.416 -1.005 1.854 0.12
H -2.487 -0.586 0.876 0.08
O 0.945 -0.283 0.557 -0.15
Cl -1.940 0.365 -1.236 0.59
```

SMILES = CO/C=C\Cl
highest occupied orbital energy = -8.849 eV
spin multiplicity = 1
orbital gap = 9.75 eV

---

Name the least stable of them. version Q.

---

Version P
C11H15N | ωB97M-V/def2-TZVPD

XYZ file:
```
27
Properties=species:S:1:pos:R:3:lowdin_charge:R:1
C 0.054 -0.730 4.291 -0.16
C -0.662 -1.434 3.160 -0.21
H -0.727 -0.221 5.013 0.11
H 0.804 -1.250 4.821 0.04
H 0.696 0.083 3.844 0.07
H -0.878 -0.789 2.338 0.00
H -1.638 -2.032 3.368 0.11
H -0.113 -2.247 2.626 0.06
C 0.684 2.294 -3.432 -0.02
C 0.674 -0.087 -0.560 -0.15
C -0.016 0.692 -1.499 -0.14
C 0.952 1.292 -2.316 -0.14
C 2.205 0.736 -2.013 0.15
C -1.537 -1.120 -0.063 -0.02
C -0.180 -1.114 0.115 0.02
C -2.117 -0.236 -0.992 -0.04
C -1.400 0.616 -1.748 0.04
N 2.012 -0.035 -0.790 0.15
H -2.054 -1.861 0.614 0.15
H 0.526 -1.606 0.827 0.12
H -3.121 -0.410 -1.167 0.10
H -1.804 1.231 -2.514 0.13
H 2.677 -0.593 -0.335 0.15
H 3.202 0.930 -2.299 0.13
H 0.306 1.716 -4.320 0.11
H 1.450 3.022 -3.848 0.11
H 0.008 3.157 -3.121 0.11
```

highest occupied orbital energy (alpha / beta) = -13.141 / -13.169 eV
spin multiplicity = 2
<S²> = 0.775
total charge = +1
orbital gap (alpha / beta) = 9.31 / 5.72 eV

---

Version Q
C11H15N | ωB97M-V/def2-TZVPD

XYZ file:
```
27
Properties=species:S:1:pos:R:3:lowdin_charge:R:1
C -1.450 -2.005 -1.864 0.00
C -1.055 -1.283 0.610 -0.12
C -1.778 -1.890 -0.427 -0.11
C -1.748 -1.502 1.815 -0.16
C -2.894 -2.540 0.210 0.06
C 0.425 0.248 1.685 -0.03
C -0.238 -0.101 2.884 -0.01
C 0.067 -0.421 0.546 0.04
C -1.279 -1.006 3.013 0.04
N -2.863 -2.288 1.506 0.15
H 1.239 0.948 1.757 0.12
H 0.089 0.500 3.729 0.13
H 0.526 -0.326 -0.425 0.12
H -1.740 -1.294 3.951 0.13
H -2.332 -1.880 -2.487 0.10
H -1.031 -2.997 -2.067 0.12
H -3.645 -3.198 -0.208 0.16
H -3.459 -2.748 2.180 0.19
H -0.684 -1.324 -2.166 0.08
C 2.244 3.226 -2.030 -0.16
C 3.733 2.999 -1.604 -0.16
H 2.196 4.204 -2.485 0.06
H 1.739 2.377 -2.468 0.05
H 1.665 3.293 -1.098 0.05
H 3.806 2.705 -0.562 0.05
H 4.214 3.973 -1.711 0.06
H 4.253 2.327 -2.283 0.06
```

highest occupied orbital energy (alpha / beta) = -12.948 / -13.611 eV
spin multiplicity = 2
<S²> = 0.773
total charge = +1
orbital gap (alpha / beta) = 9.23 / 6.77 eV

---

Name the least stable of them. version P.

---

Version P
C3H10NO2 | ωB97M-V/def2-TZVPD

XYZ file:
```
16
Properties=species:S:1:pos:R:3:lowdin_charge:R:1
C -1.299 -1.115 0.454 -0.13
N 0.082 -0.628 0.109 -0.18
C -0.028 0.695 -0.549 -0.26
C -0.151 1.822 0.623 -0.50
O -0.346 1.308 1.849 -0.35
H -1.636 -1.725 -0.388 0.05
H -1.105 -1.702 1.352 0.07
H -1.944 -0.235 0.548 0.07
H 0.352 -0.196 1.035 0.08
H 0.799 1.083 -1.163 0.08
H -0.868 0.857 -1.231 0.08
H 0.887 2.282 0.506 0.07
H -0.818 2.607 0.227 0.06
H 1.354 -1.225 -1.146 -0.02
H 2.457 -2.317 -0.862 0.02
O 2.265 -1.510 -1.365 -0.13
```

highest occupied orbital energy = -2.750 eV
spin multiplicity = 1
total charge = -1
orbital gap = 6.93 eV

---

Version Q
C3H10NO2 | ωB97M-V/def2-TZVPD

XYZ file:
```
16
Properties=species:S:1:pos:R:3:lowdin_charge:R:1
C 0.021 -0.018 1.173 -0.33
O 0.756 -1.107 0.690 -0.24
C -0.884 0.684 0.110 -0.47
C -2.278 0.051 0.113 -0.10
N -0.348 0.727 -1.234 0.02
H -0.588 -0.486 1.962 0.09
H 0.642 0.754 1.674 0.09
H -1.009 1.725 0.441 0.11
H -2.174 -1.023 -0.074 0.08
H -2.800 0.412 -0.783 0.06
H -2.860 0.315 0.994 0.06
H 0.613 0.332 -1.257 0.04
H -0.741 -0.019 -1.811 0.06
H 1.678 -0.771 0.042 -0.02
H 2.792 0.538 -0.406 -0.07
O 2.544 -0.309 -0.786 -0.37
```

highest occupied orbital energy = -3.829 eV
spin multiplicity = 1
total charge = -1
orbital gap = 7.98 eV

---

Name the least stable of them. version P.